This record from the OMol25 dataset describes a structure of composition C7H9NO at a distorted geometry. The level of theory is wB97M-V/def2-TZVPD.

```
18
Properties=species:S:1:pos:R:3:mulliken_charge:R:1
C 1.14 1.54 -0.89 -0.738
C 0.03 1.99 -0.28 -0.426
C 1.30 -1.41 1.60 -0.726
C 1.62 -0.59 0.58 -0.179
C -2.09 0.09 -0.71 0.505
C 0.78 0.09 -0.45 0.129
C -0.39 0.70 0.25 -0.401
N -2.00 -1.22 -0.67 -0.332
O -2.70 0.79 -1.44 -0.529
H 1.90 1.85 -1.59 0.415
H -0.36 3.08 -0.26 0.287
H 2.04 -1.57 2.40 0.244
H 0.36 -1.97 1.74 0.163
H 2.48 -0.02 0.79 0.279
H 0.46 -0.57 -1.26 0.490
H -0.57 0.69 1.33 0.380
H -1.39 -1.75 0.09 0.237
H -2.60 -1.75 -1.23 0.199
```

* relative energy (zero: lowest compared OMol25 entry of this formula, charge and spin): 108.2 kcal per mole
* net charge: 0



This record from the OMol25 dataset describes a structure of composition C7H9NO at a distorted geometry. The level of theory is wB97M-V/def2-TZVPD.

```
18
Properties=species:S:1:pos:R:3:mulliken_charge:R:1
C -3.21 -0.49 0.04 -1.266
C -0.93 0.30 -0.03 0.724
C 0.05 1.31 0.02 -0.517
C 1.33 1.14 -0.03 -0.286
C 1.89 -0.09 0.01 0.471
C 1.03 -1.17 -0.02 -0.564
C -0.43 -1.01 -0.08 -0.331
H -3.28 -1.20 -0.73 0.385
H -3.09 -1.04 0.92 0.459
H -4.26 -0.40 0.07 0.408
H -2.73 1.65 0.17 0.290
H -0.48 2.55 -0.13 -0.018
H 2.02 2.05 0.01 0.287
H 3.34 -1.15 -0.03 0.257
H 1.41 -2.09 -0.13 0.391
H -1.20 -2.08 0.16 0.116
N -2.31 0.53 -0.04 -0.299
O 3.25 -0.24 0.06 -0.507
```

* relative energy (zero: lowest compared OMol25 entry of this formula, charge and spin): 95.5 kcal per mole
* net charge: 0



| no. | E (eV) | gap between HOMO and LUMO (Eh) |
| --- | --- | --- |
| 1 | -10938.120 | 0.3319 |
| 2 | -10938.673 | 0.3084 |